(1)
Entry from the OMol25 dataset: a 2-piece molecular cluster, C32H46BBrN2O6P overall (ωB97M-V/def2-TZVPD).

Its total energy is -4748.1881 Eh. For the HOMO energy, the calculation gives -4.797 eV. As for the charge: -1. The gap between HOMO and LUMO is 5.58 eV.

Atoms and positions in Å:
1 C 7.919 0.073 1.793
2 C 8.217 -0.551 0.434
3 C 8.688 -1.844 0.450
4 C 9.033 -2.514 -0.702
5 C 8.867 -1.834 -1.885
6 C 8.397 -0.550 -1.909
7 C 8.051 0.144 -0.762
8 C 7.558 1.577 -0.793
9 B 5.976 1.758 -1.225
10 Br 5.648 3.794 -1.119
11 C 4.954 0.988 -0.236
12 C 3.468 1.174 -0.584
13 O 2.690 1.561 0.550
14 C 1.308 1.309 0.377
15 C 0.619 2.689 0.224
16 O -0.671 2.743 0.839
17 C -1.692 2.178 0.129
18 C -2.780 1.762 0.864
19 C -3.888 1.217 0.281
20 C -3.973 1.060 -1.096
21 C -5.207 0.497 -1.832
22 C -5.982 1.756 -2.359
23 C -4.778 -0.285 -3.095
24 C -6.189 -0.258 -0.914
25 C -5.852 -1.732 -0.575
26 C -6.714 -2.079 0.674
27 C -6.311 -2.736 -1.673
28 C -4.393 -1.991 -0.154
29 C -2.870 1.445 -1.827
30 C -1.751 1.994 -1.241
31 P 5.740 1.285 -3.103
32 N 4.523 2.010 -3.804
33 O 5.476 -0.351 -3.234
34 O 7.106 1.694 -3.964
35 H 8.819 0.594 2.148
36 H 7.103 0.793 1.730
37 H 7.672 -0.708 2.519
38 H 8.814 -2.373 1.396
39 H 9.423 -3.527 -0.682
40 H 9.122 -2.347 -2.812
41 H 8.328 -0.073 -2.885
42 H 8.234 2.152 -1.439
43 H 7.688 1.988 0.215
44 H 5.247 -0.073 -0.200
45 H 5.137 1.386 0.774
46 H 3.109 0.226 -1.017
47 H 3.406 1.920 -1.391
48 H 0.951 0.916 1.341
49 H 1.103 0.642 -0.465
50 H 1.252 3.377 0.791
51 H 0.641 3.058 -0.807
52 H -2.756 1.871 1.947
53 H -4.730 0.899 0.889
54 H -5.301 2.549 -2.673
55 H -6.669 1.433 -3.152
56 H -6.619 2.118 -1.540
57 H -5.673 -0.792 -3.481
58 H -4.502 0.424 -3.882
59 H -3.969 -1.000 -2.936
60 H -6.366 0.337 -0.010
61 H -7.159 -0.269 -1.438
62 H -7.780 -2.022 0.406
63 H -6.561 -1.315 1.446
64 H -6.517 -3.099 1.016
65 H -5.446 -2.928 -2.321
66 H -7.162 -2.365 -2.246
67 H -6.512 -3.695 -1.183
68 H -4.246 -1.593 0.857
69 H -3.641 -1.628 -0.856
70 H -4.269 -3.080 -0.053
71 H -2.823 1.338 -2.906
72 H -0.920 2.280 -1.876
73 H 4.864 2.548 -4.597
74 H 6.194 -0.685 -3.795
75 H 6.997 2.601 -4.272
76 C -2.964 0.088 5.469
77 C -2.649 -0.566 4.285
78 C -3.384 -1.671 3.887
79 C -4.432 -2.105 4.681
80 C -4.754 -1.468 5.866
81 C -4.013 -0.365 6.260
82 N -5.227 -3.262 4.243
83 O -4.898 -3.799 3.206
84 O -6.166 -3.604 4.936
85 H -2.392 0.954 5.775
86 H -1.831 -0.213 3.670
87 H -3.137 -2.179 2.966
88 H -5.572 -1.817 6.481
89 H -4.255 0.145 7.183

Atomic partial charges in e from the Mulliken method, atoms 1 to 5: atom 1 (C): -1.69, atom 2 (C): 1.21, atom 3 (C): -0.51, atom 4 (C): -0.61, atom 5 (C): -0.96

---

(2)
Entry from the OMol25 dataset: a 3-piece molecular cluster, C32H46BrFNO9P overall (ωB97M-V/def2-TZVPD).

Its total energy is -4993.9936 Eh. As for the SMILES: CP(C)c1cc(Br)c(CC(=O)F)c2c1C(=O)N(CCc1ccccc1)C2=O.COCCOCCOC.COCCOCCOC. For the HOMO energy, the calculation gives -8.741 eV. The gap between HOMO and LUMO is 8.11 eV.

Atoms and positions in Å:
1 C -1.728 6.523 -1.463
2 P -0.158 6.813 -2.386
3 C -0.673 8.271 -3.384
4 C -0.173 5.501 -3.665
5 C -0.071 5.817 -5.023
6 C -0.076 4.830 -6.011
7 Br 0.042 5.430 -7.802
8 C -0.175 3.467 -5.719
9 C -0.224 2.403 -6.787
10 C 0.575 1.156 -6.553
11 O 0.312 0.063 -6.925
12 F 1.757 1.419 -5.915
13 C -0.227 3.179 -4.365
14 C -0.222 4.142 -3.371
15 C -0.227 3.432 -2.061
16 O -0.430 3.884 -0.971
17 N -0.022 2.052 -2.324
18 C 1.153 1.405 -1.731
19 C 2.432 1.583 -2.544
20 C 3.709 1.646 -1.733
21 C 4.883 1.987 -2.402
22 C 6.097 2.044 -1.743
23 C 6.162 1.759 -0.386
24 C 5.004 1.426 0.292
25 C 3.787 1.370 -0.374
26 C -0.314 1.849 -3.697
27 O -0.665 0.809 -4.173
28 H -2.206 7.487 -1.304
29 H -1.504 6.069 -0.506
30 H -2.389 5.871 -2.030
31 H -1.480 7.998 -4.067
32 H 0.153 8.659 -3.971
33 H -1.056 9.024 -2.702
34 H 0.012 6.845 -5.335
35 H -1.247 2.117 -7.015
36 H 0.190 2.843 -7.695
37 H 1.260 1.796 -0.724
38 H 0.927 0.345 -1.621
39 H 2.534 0.742 -3.232
40 H 2.387 2.482 -3.162
41 H 4.840 2.220 -3.459
42 H 6.987 2.303 -2.298
43 H 7.114 1.799 0.123
44 H 5.059 1.210 1.349
45 H 2.906 1.090 0.184
46 C -0.306 -4.195 2.612
47 O 0.800 -4.116 1.737
48 C 1.597 -5.277 1.632
49 C 1.857 -5.688 0.197
50 O 0.725 -6.108 -0.539
51 C -0.262 -5.166 -0.915
52 C 0.157 -4.136 -1.941
53 O 1.113 -3.222 -1.440
54 C 2.245 -3.002 -2.253
55 H -0.051 -3.807 3.602
56 H -1.107 -3.580 2.200
57 H -0.676 -5.219 2.712
58 H 1.140 -6.115 2.169
59 H 2.572 -5.073 2.094
60 H 2.495 -6.574 0.244
61 H 2.423 -4.919 -0.334
62 H -0.710 -4.684 -0.044
63 H -1.045 -5.766 -1.386
64 H -0.742 -3.575 -2.224
65 H 0.529 -4.642 -2.838
66 H 2.500 -3.878 -2.854
67 H 3.088 -2.773 -1.599
68 H 2.074 -2.144 -2.913
69 C -3.249 0.374 4.839
70 O -3.948 -0.710 5.413
71 C -4.276 -1.769 4.537
72 C -3.886 -3.131 5.074
73 O -2.498 -3.364 5.221
74 C -1.764 -2.670 6.212
75 C -2.101 -3.008 7.649
76 O -3.389 -2.571 8.034
77 C -4.196 -3.531 8.681
78 H -3.939 1.164 4.526
79 H -2.578 0.781 5.596
80 H -2.649 0.062 3.979
81 H -3.808 -1.623 3.557
82 H -5.364 -1.776 4.392
83 H -4.207 -3.856 4.321
84 H -4.434 -3.367 5.989
85 H -1.788 -1.591 6.048
86 H -0.730 -2.991 6.058
87 H -1.361 -2.501 8.282
88 H -1.988 -4.086 7.804
89 H -3.973 -4.546 8.339
90 H -5.237 -3.307 8.446
91 H -4.069 -3.485 9.768

Atomic partial charges in e from the Mulliken method, atoms 1 to 5: atom 1 (C): -1.01, atom 2 (P): 0.14, atom 3 (C): -1.27, atom 4 (C): 0.69, atom 5 (C): -0.33

---

(3)
Entry from the OMol25 dataset: C32H46N16RbS4SbSe as an isolated structure (ωB97M-V/def2-TZVPD).

Its total energy is -6381.8051 Eh. As for the energy relative to the best compared isomer or geometry (same formula, charge and spin): 51.44 kJ/mol. For the HOMO energy (alpha / beta), the calculation gives -0.251 / -0.682 eV. As for the charge: -2. The gap between HOMO and LUMO (alpha / beta) is 3.51 / 3.94 eV.

Atoms and positions in Å:
1 Rb -1.226 -22.811 -8.255
2 N -3.335 -20.193 -9.072
3 C -3.261 -18.747 -9.258
4 C -2.060 -18.383 -10.124
5 N -0.806 -18.943 -9.640
6 C 0.021 -19.525 -10.683
7 C -0.638 -20.717 -11.382
8 N 0.024 -21.955 -11.001
9 C -0.092 -18.089 -8.708
10 C -0.351 -18.470 -7.258
11 N 0.225 -19.777 -6.968
12 H -3.749 -20.671 -9.863
13 H -3.892 -20.476 -8.278
14 H -3.142 -18.295 -8.269
15 H -4.169 -18.296 -9.685
16 H -1.985 -17.281 -10.227
17 H -2.248 -18.754 -11.130
18 H 0.950 -19.857 -10.218
19 H 0.326 -18.764 -11.431
20 H -0.672 -20.548 -12.475
21 H -1.683 -20.780 -11.057
22 H 1.011 -21.989 -11.225
23 H -0.422 -22.765 -11.412
24 H -0.371 -17.030 -8.853
25 H 0.980 -18.178 -8.903
26 H -1.433 -18.417 -7.058
27 H 0.123 -17.719 -6.609
28 H -0.071 -20.406 -7.709
29 H -0.111 -20.160 -6.095
30 S -1.258 -24.831 -1.527
31 Sb -0.528 -26.085 -3.274
32 S -1.136 -24.726 -5.369
33 S 0.577 -23.615 -5.037
34 S 1.702 -24.979 -3.962
35 Se -8.956 -25.846 -11.807
36 N -8.505 -24.979 -10.264
37 C -7.182 -24.820 -10.313
38 C -6.418 -24.180 -9.261
39 C -7.055 -23.753 -8.077
40 C -6.313 -23.173 -7.097
41 C -4.932 -22.991 -7.307
42 N -4.306 -23.381 -8.402
43 C -5.038 -23.989 -9.359
44 C -4.333 -24.492 -10.556
45 N -2.999 -24.320 -10.611
46 C -2.359 -24.847 -11.642
47 C -2.997 -25.547 -12.684
48 C -4.352 -25.690 -12.640
49 C -5.062 -25.153 -11.543
50 C -6.503 -25.310 -11.456
51 N -7.227 -25.907 -12.402
52 H -8.125 -23.912 -7.985
53 H -6.752 -22.832 -6.168
54 H -4.315 -22.540 -6.533
55 H -1.279 -24.749 -11.644
56 H -2.396 -25.955 -13.487
57 H -4.919 -26.220 -13.399
58 N 2.803 -19.902 -8.262
59 C 3.287 -21.099 -8.762
60 N 4.565 -21.044 -9.199
61 C 4.953 -22.206 -9.742
62 N 6.272 -22.239 -10.179
63 N 4.261 -23.297 -9.878
64 C 2.987 -23.266 -9.355
65 N 2.466 -22.116 -8.804
66 C 2.230 -24.441 -9.397
67 C 2.802 -25.654 -9.903
68 C 2.073 -26.800 -9.916
69 C 0.747 -26.787 -9.430
70 C 0.269 -25.587 -8.952
71 N 0.940 -24.443 -8.926
72 H 3.540 -19.280 -7.974
73 H 2.007 -19.952 -7.617
74 H 6.658 -21.326 -10.358
75 H 6.446 -22.947 -10.868
76 H 3.823 -25.626 -10.241
77 H 2.518 -27.718 -10.289
78 H 0.132 -27.675 -9.376
79 H -0.743 -25.557 -8.549
80 C -5.329 -19.819 -2.151
81 C -3.835 -19.595 -2.359
82 N -3.436 -19.574 -3.754
83 C -3.645 -18.351 -4.490
84 C -4.936 -18.320 -5.308
85 C -2.953 -20.696 -4.385
86 C -2.723 -21.930 -3.579
87 N -2.654 -20.758 -5.650
88 H -5.546 -19.974 -1.093
89 H -5.665 -20.701 -2.703
90 H -5.925 -18.977 -2.492
91 H -3.268 -20.361 -1.830
92 H -3.530 -18.648 -1.898
93 H -2.779 -18.172 -5.139
94 H -3.630 -17.529 -3.770
95 H -4.999 -19.171 -5.996
96 H -4.997 -17.406 -5.905
97 H -5.815 -18.358 -4.667
98 H -1.938 -21.805 -2.836
99 H -2.400 -22.732 -4.244
100 H -3.610 -22.255 -3.042
101 H -2.853 -19.882 -6.125

Atomic partial charges in e from the Mulliken method, atoms 1 to 5: atom 1 (Rb): 0.42, atom 2 (N): 0.05, atom 3 (C): -0.36, atom 4 (C): -1.47, atom 5 (N): 1.23